1.
Below is a molecular structure, C15H23Cl2F4N2O2PS2Y, with properties calculated with the ωB97M-V functional and the def2-TZVPD basis.

Structure (XYZ):
```
52
Properties=species:S:1:pos:R:3:forces:R:3:mulliken_charge:R:1
Y 0.47074 1.10068 0.35627 -0.880 -0.205 0.756 0.635
C -2.17274 -0.53176 -1.74165 -0.400 5.044 -1.540 -1.050
N -0.83685 0.09032 -1.78043 1.024 1.536 0.448 0.819
C 0.12519 -0.85409 -2.30731 -0.925 -1.661 -1.041 -0.903
C -0.84978 1.37087 -2.52527 -2.175 0.010 0.520 -1.153
C 0.44881 2.05252 -2.71876 2.226 -1.830 -0.341 -0.785
N 1.27113 1.96215 -1.52492 -0.550 -1.039 0.273 0.154
C 2.43290 2.63167 -1.40347 -0.456 0.473 1.377 0.429
C 3.19557 2.47507 -0.20471 -0.152 -0.733 -1.129 -0.095
F 2.85863 1.37686 0.59681 0.199 0.655 -0.517 -0.247
C 4.29495 3.22491 0.09214 -0.724 1.204 0.066 0.025
F 4.95942 2.93079 1.19258 0.574 -0.072 0.601 -0.284
C 4.58184 4.40292 -0.62471 0.852 -0.161 0.013 -0.662
C 3.87597 4.53613 -1.81680 -0.302 -1.103 0.053 0.210
F 4.19203 5.45287 -2.70739 0.386 0.992 -0.342 -0.280
C 2.85749 3.65540 -2.21712 1.167 0.670 -1.179 0.599
F 2.40227 3.71079 -3.53036 0.373 0.423 1.362 -0.330
H -2.48013 -0.57140 -2.80587 -0.177 -0.982 0.430 0.383
H -2.84579 0.30114 -1.32405 0.646 -1.606 -0.105 0.236
H -2.13571 -1.38379 -1.16564 -0.322 -1.918 0.982 0.158
H -0.23355 -1.29671 -3.29785 0.627 0.896 0.612 0.275
H -0.02846 -1.69355 -1.64023 0.893 -0.401 0.063 0.349
H 1.17125 -0.52060 -2.34560 -0.540 0.006 0.058 0.204
H -1.55077 2.06252 -1.98429 0.503 -0.547 -0.145 0.239
H -1.32705 1.25699 -3.50508 -0.003 -0.246 -0.184 0.383
H 0.26153 3.03424 -2.99239 -0.513 2.077 -0.459 0.726
H 1.00364 1.63737 -3.59282 -0.384 -0.049 0.442 0.386
H 5.42142 5.08672 -0.28993 -1.267 -0.982 -0.674 0.367
C -2.15678 -4.72393 -0.72438 0.790 -0.133 -0.290 -1.345
C -1.83248 -3.82638 0.43630 -0.502 -0.105 0.439 -0.228
O -0.64078 -3.00911 0.18749 -0.876 -0.545 0.103 -0.386
P -0.20287 -2.03849 1.36195 -1.351 1.354 0.800 1.087
S 1.54550 -1.31362 0.93395 1.273 -0.061 -0.282 -0.543
S -1.56427 -0.57322 1.75232 0.576 -0.215 -0.827 -0.579
O -0.17793 -2.97257 2.64599 0.524 -1.692 -3.304 -0.182
C -0.28938 -2.53230 3.91274 -0.436 0.560 3.775 -0.070
C -1.07425 -3.55147 4.78482 2.673 0.113 1.197 -1.286
H -3.02491 -5.34530 -0.53847 -0.147 0.007 0.280 0.393
H -1.33266 -5.36612 -1.00188 0.315 -0.327 0.211 0.342
H -2.34543 -4.15562 -1.61515 -0.317 0.533 -0.420 0.309
H -1.63167 -4.34158 1.36426 0.061 -0.584 0.042 0.435
H -2.73749 -3.24536 0.65094 0.452 0.665 -0.125 0.314
H -0.88030 -1.60446 3.86732 0.570 0.013 0.613 0.203
H 0.72696 -2.39258 4.39720 -1.043 0.134 -0.769 0.260
H -2.13044 -3.42571 4.75877 -0.800 -0.311 -0.359 0.317
H -0.73517 -3.36759 5.83694 -0.559 0.201 -0.633 0.393
H -0.66693 -4.57815 4.65742 -0.774 0.471 -0.496 0.300
Cl -2.53523 3.20475 0.54934 0.003 0.079 -0.654 -0.043
C -2.77833 2.89651 2.17556 -0.683 0.258 0.736 -0.567
Cl 0.69632 3.04585 2.02093 -0.148 -0.408 -0.301 -0.565
H -3.53105 3.43695 2.74390 0.169 -0.040 -0.480 0.338
H -2.06437 2.27848 2.65059 0.530 -0.419 0.347 0.313
```
Forces are in eV/Å.

Computed properties:
Charge = 0
Energy above the lowest of the compared OMol25 structures with the same formula, charge and spin = 82.65 kJ/mol
Spin multiplicity = 2
HOMO-LUMO gap (alpha / beta) = 8.382 / 7.955 eV
HOMO energy (alpha / beta) = -7.929 / -7.929 eV
LUMO level (alpha / beta) = 0.45 / 0.03 eV
Largest force on an atom = 5.29 eV Å⁻¹

***

2.
Below is a molecular structure, C15H23ClF2O4PtSi, with properties calculated with the ωB97M-V functional and the def2-TZVPD basis.

Structure (XYZ):
```
47
Properties=species:S:1:pos:R:3:forces:R:3:mulliken_charge:R:1
Pt -0.20398 0.18488 0.33636 -0.081 0.090 -0.725 1.002
F -1.29395 1.57104 2.48870 0.108 0.110 0.138 -0.269
C -0.07592 1.23890 1.88918 -0.313 0.088 0.345 0.035
F 0.53144 2.46773 1.66910 -0.005 0.015 0.069 -0.273
H 0.51790 0.72016 2.65677 -0.038 -0.002 0.009 0.189
C 0.17851 -0.75298 -2.85702 -0.065 -0.011 -0.009 -1.697
C 1.39234 0.02620 -2.32833 0.052 0.156 0.138 1.942
C 1.20857 1.51340 -2.66281 -0.011 0.019 -0.060 -1.361
C 2.65980 -0.50473 -3.01598 0.022 0.057 -0.069 -1.911
O 1.54761 -0.14424 -0.95935 0.055 -0.469 -0.194 -1.038
H 0.03309 -0.60598 -3.93427 0.038 -0.040 -0.015 0.434
H -0.73122 -0.41219 -2.35297 0.026 0.033 0.016 0.286
H 0.31192 -1.81948 -2.65727 -0.006 0.002 0.006 0.312
H 1.12472 1.68300 -3.74394 -0.001 0.016 0.008 0.414
H 2.06550 2.07455 -2.28057 -0.016 0.007 0.007 0.348
H 0.30256 1.87965 -2.17361 0.012 -0.013 0.020 0.102
H 2.60826 -0.41517 -4.10844 0.004 -0.004 0.014 0.369
H 2.79880 -1.55566 -2.75239 -0.003 -0.002 0.003 0.390
H 3.52747 0.05534 -2.65773 -0.003 -0.008 0.007 0.400
Cl 5.88867 -2.69411 2.78980 -0.043 -0.009 0.000 -0.294
C 4.14513 -2.76603 2.52476 0.017 0.013 -0.015 0.513
C 3.58545 -2.04732 1.48589 0.015 -0.012 0.004 -1.021
C 2.20874 -2.09957 1.29154 -0.124 -0.092 -0.006 0.684
C 1.40117 -2.87291 2.12272 0.137 -0.018 0.062 -0.114
C 2.00406 -3.61040 3.13961 -0.046 0.061 0.003 -0.388
C 3.37250 -3.55402 3.36029 0.019 -0.037 0.028 -0.579
C -0.12319 -2.96803 1.94868 0.000 -0.027 -0.088 0.126
O -0.63630 -4.03070 2.34825 -0.006 0.038 0.049 -0.796
O -0.70961 -1.98375 1.43055 0.167 -0.028 0.122 -0.697
H 4.20696 -1.45161 0.83041 -0.026 0.013 -0.015 0.468
H 1.78320 -1.55366 0.45317 0.067 0.053 0.021 0.311
H 1.36595 -4.23441 3.75210 0.010 -0.015 0.005 0.421
H 3.83924 -4.11783 4.15829 -0.006 0.008 0.007 0.379
C -2.71704 3.73111 0.37023 0.082 0.083 -0.002 -1.059
Si -3.13264 2.00513 -0.27452 0.097 -0.043 0.175 0.278
C -4.23448 1.21616 1.03513 -0.046 -0.072 0.062 -0.986
C -4.25072 2.28467 -1.78000 0.018 -0.043 -0.123 -1.169
O -1.85477 1.14510 -0.68105 -0.030 0.061 0.047 -0.303
H -3.61628 4.30016 0.63127 -0.002 -0.003 -0.011 0.358
H -2.15739 4.29489 -0.38263 -0.019 0.005 0.001 0.271
H -2.08521 3.65041 1.25735 -0.021 0.004 -0.009 0.257
H -5.11977 1.83070 1.23513 -0.008 -0.013 0.000 0.311
H -3.67961 1.08948 1.96735 -0.008 0.006 -0.039 0.233
H -4.56522 0.22442 0.71405 -0.009 0.011 -0.004 0.281
H -5.14047 2.87058 -1.52579 0.011 0.000 0.011 0.308
H -4.57742 1.32466 -2.19056 -0.009 0.015 0.002 0.275
H -3.70436 2.81248 -2.56744 -0.013 -0.001 0.005 0.256
```
Forces are in eV/Å.

Computed properties:
Charge = -2
Energy above the lowest of the compared OMol25 structures with the same formula, charge and spin = 198.01 kJ/mol
HOMO-LUMO gap = 5.533 eV
HOMO energy = -1.127 eV
LUMO level = 4.41 eV
Largest force on an atom = 0.74 eV Å⁻¹

***

3.
Below is a molecular structure, C15H23F2N4O8, with properties calculated with the ωB97M-V functional and the def2-TZVPD basis.

Structure (XYZ):
```
52
Properties=species:S:1:pos:R:3:forces:R:3:mulliken_charge:R:1
C 6.00003 0.64056 0.38933 -0.336 0.034 -0.376 -1.011
C 5.50025 -0.78456 0.14350 0.789 0.537 0.946 -0.360
O 4.39988 -1.02735 1.00902 -0.068 0.279 -0.725 -0.326
C 3.18926 -1.31637 0.31886 -0.303 -0.614 0.815 -0.534
C 2.05447 -0.98405 1.28737 0.788 -0.118 0.707 -0.320
O 0.99321 -1.93172 1.21799 0.093 0.891 -0.392 -0.490
C -0.20661 -1.39696 0.73501 -0.422 -1.707 0.677 1.001
C -1.09691 -2.62867 0.49434 0.403 0.141 -1.065 -1.889
O 0.06394 -0.75898 -0.48859 -0.191 0.057 -0.113 -0.418
C -1.06396 -0.05036 -0.91839 0.292 0.336 0.876 -0.468
O -0.68488 0.56505 -2.15979 -0.430 -0.727 0.185 -0.444
C -1.28123 -0.04895 -3.14834 0.439 0.857 -1.040 0.668
N -1.73637 -0.40138 -4.14929 -0.027 -0.222 0.556 -0.443
C -1.30364 1.04335 0.11919 -0.508 0.446 -0.536 0.146
C -2.10264 2.19628 -0.50706 0.024 0.913 -0.210 -0.982
N -1.17715 3.30684 -0.80922 0.035 -0.162 0.286 -0.585
N -1.84010 0.51571 1.39028 5.915 1.962 0.724 0.611
C -1.78592 1.61116 2.38001 0.541 0.207 0.437 -0.748
C -2.13506 1.20446 3.81106 -0.127 -0.782 0.019 -0.466
F -2.80441 2.23735 4.44532 0.023 0.226 -0.004 -0.374
N -3.40775 -0.36911 1.23578 -4.674 -1.857 -0.462 -0.500
C -4.39344 0.33308 1.30983 0.238 -0.776 -0.717 0.612
O -5.33667 1.07391 1.30879 0.001 0.419 0.328 -0.631
C -0.83828 -0.52052 1.86318 -1.610 0.192 -0.594 0.199
F -1.53674 -1.41828 2.64038 0.244 0.021 0.565 -0.416
H 6.46564 0.73172 1.36975 0.021 -0.083 -0.008 0.272
H 5.15518 1.33229 0.36594 0.041 0.022 -0.094 0.283
H 6.71236 0.93993 -0.38199 0.072 0.009 0.080 0.354
H 5.27750 -0.96270 -0.90861 -0.205 -0.022 0.035 0.379
H 6.31921 -1.44370 0.45038 -0.166 -0.301 -0.243 0.269
H 3.09947 -0.78980 -0.63240 0.082 -0.004 -0.017 0.354
H 3.15283 -2.40358 0.18574 -0.162 0.081 -0.477 0.205
H 2.49928 -1.08161 2.28287 -0.062 -0.061 -0.005 0.407
H 1.73741 0.05835 1.21112 -0.235 -0.112 -0.267 0.122
H -2.14117 -2.36953 0.33948 -0.084 -0.026 0.463 0.314
H -0.73578 -3.04127 -0.45207 0.064 -0.063 0.060 0.502
H -0.93330 -3.38234 1.25523 -0.275 0.155 0.211 0.380
H -1.93714 -0.67758 -1.11002 0.012 -0.092 0.236 0.522
H -0.29403 1.43268 0.31949 0.001 0.255 -0.113 0.222
H -2.59729 1.91269 -1.43815 -0.161 -0.484 0.239 0.274
H -2.88880 2.60371 0.12760 0.033 -0.377 0.200 0.610
H -1.64416 4.19774 -0.72844 -0.024 0.028 -0.207 0.238
H -0.80790 3.19986 -1.74411 0.032 0.161 -0.017 0.235
H -0.74828 1.97913 2.39749 0.039 0.182 -0.072 0.453
H -2.38131 2.48444 2.12328 -0.385 -0.356 -0.253 0.464
H -2.75266 0.30683 3.85926 -0.188 0.157 -0.238 0.280
H -1.23617 0.98651 4.39243 0.029 0.158 0.012 0.288
H -0.12484 -0.08157 2.56582 0.372 0.211 -0.433 0.352
C -1.62239 -1.75293 -7.41770 -0.228 0.564 -0.100 0.861
O -1.13312 -2.81395 -6.99194 -0.088 0.194 -0.117 -0.524
O -0.94245 -0.70432 -7.64643 0.042 -0.440 0.113 -0.472
O -2.85576 -1.59872 -7.67726 0.291 -0.309 0.125 -0.473
```
Forces are in eV/Å.

Computed properties:
Charge = -1
HOMO-LUMO gap = 1.536 eV
HOMO energy = -2.697 eV
LUMO level = -1.16 eV
Largest force on an atom = 6.27 eV Å⁻¹